No. 1
Here is a structure of composition C19H15Cl3N6O2PbS2 from the OMol25 dataset. Energies are from ωB97M-V/def2-TZVPD.

## Properties
Spin multiplicity = 1
Lowest unoccupied orbital energy (alpha / beta) = -1.6139 / -1.6149 eV
Energy = -3581.83469 a.u.
Gap between HOMO and LUMO (alpha / beta) = 0.22702 / 0.22705 hartree
Strongest force on any atom = 2.60 eV/A

```
48
Properties=species:S:1:pos:R:3:forces:R:3
Pb 1.474 -2.496 -1.430 0.95 -0.39 -0.60
S -0.882 -2.585 -0.391 -0.70 0.32 0.49
C -1.041 -0.873 0.044 -0.97 -2.29 -0.14
N -2.163 -0.394 0.534 0.01 0.68 0.18
N -3.150 -1.198 0.762 1.06 -1.09 -0.37
C -4.417 -0.757 1.080 -1.14 0.67 0.30
C -4.721 0.608 1.081 0.25 -0.30 -0.07
C -6.017 1.017 1.317 -0.06 -0.11 0.04
C -7.017 0.086 1.563 -0.03 0.00 0.05
C -6.708 -1.266 1.600 -0.05 0.15 -0.02
C -5.416 -1.692 1.359 0.40 0.13 -0.10
N -0.096 0.035 -0.099 1.91 1.72 -0.36
N 1.051 -0.225 -0.597 -1.86 -1.31 0.62
C 1.917 0.858 -0.673 0.70 1.33 0.01
C 1.485 2.154 -0.357 0.01 -0.30 -0.14
C 2.373 3.207 -0.404 0.09 0.04 0.02
C 3.697 2.991 -0.760 0.08 0.03 -0.02
C 4.124 1.715 -1.099 0.08 0.10 0.08
C 3.244 0.650 -1.056 -0.55 -0.08 -0.06
H -3.002 -2.206 0.611 0.01 0.39 -0.06
H -3.929 1.308 0.870 -0.01 0.11 -0.03
H -6.255 2.069 1.297 -0.02 0.12 0.00
H -8.032 0.415 1.720 -0.09 0.01 0.06
H -7.482 -1.990 1.809 -0.03 -0.07 0.00
H -5.172 -2.744 1.376 0.01 -0.13 -0.01
H 0.448 2.304 -0.106 -0.05 0.07 0.07
H 2.033 4.206 -0.175 -0.03 0.07 0.03
H 4.387 3.819 -0.799 0.07 0.08 -0.02
H 5.147 1.555 -1.405 0.07 -0.04 -0.08
H 3.557 -0.336 -1.362 0.12 -0.08 -0.06
S 3.319 -3.045 0.714 0.38 -0.31 -0.01
C 2.896 -1.703 1.611 0.79 0.13 -0.13
N 3.724 -0.598 1.551 -0.41 -0.28 0.30
C 3.444 0.532 2.219 -0.20 0.19 0.29
C 2.339 0.579 3.020 -0.02 -0.22 -0.06
C 1.548 -0.593 3.079 0.29 0.71 0.03
N 1.819 -1.667 2.402 -0.42 -0.49 0.04
H 4.519 -0.663 0.925 -0.15 0.04 0.12
H 4.119 1.363 2.085 0.04 0.03 -0.07
H 2.080 1.460 3.576 0.02 0.14 0.03
H 0.665 -0.640 3.702 -0.08 0.11 0.08
Cl 0.166 0.538 -3.608 -0.12 0.13 0.04
C 0.875 -0.768 -4.580 0.57 0.28 -0.17
Cl 0.510 -0.506 -6.274 -0.06 -0.02 -0.06
Cl 0.139 -2.304 -4.070 -0.35 -0.22 -0.30
C 2.481 -0.746 -4.297 -1.20 0.19 -0.77
O 3.126 -0.165 -5.127 0.57 0.43 -0.52
O 2.797 -1.307 -3.238 0.12 -0.64 1.35
```
Positions in Å, forces in eV/Å.

No. 2
Here is a structure of composition C13H33ClIIrN4P2 from the OMol25 dataset. Energies are from ωB97M-V/def2-TZVPD.

## Properties
⟨S²⟩ = 8.78
Spin multiplicity = 6
Relative energy (zero: lowest compared OMol25 entry of this formula, charge and spin) = 0.0 kJ/mol
Charge = +3
Lowest unoccupied orbital energy (alpha / beta) = -10.1490 / -13.9190 eV
Energy = -2277.85829 a.u.
Gap between HOMO and LUMO (alpha / beta) = 0.22732 / 0.17895 hartree
Strongest force on any atom = 3.63 eV/A

```
55
Properties=species:S:1:pos:R:3:forces:R:3
C -1.338 0.457 -1.788 -0.78 -0.90 -0.07
I 2.960 0.624 -0.001 -0.28 -0.78 0.15
H -1.208 0.681 -2.856 -0.13 0.05 0.67
H -1.930 1.219 -1.257 0.37 -0.17 -0.20
H -1.903 -0.493 -1.729 0.13 0.21 -0.02
Ir 0.457 -0.095 -0.846 1.08 2.94 -1.16
P 0.840 2.435 -1.429 0.53 2.71 -1.10
C 0.584 3.648 -0.071 -0.23 -0.48 0.41
C 2.456 3.014 -2.110 0.24 -0.47 0.18
H 2.373 4.080 -2.367 -0.19 -0.30 0.10
H -0.101 4.169 -2.859 0.13 -0.25 0.17
H 2.704 2.432 -3.004 0.02 0.22 0.19
H -0.081 2.578 -3.681 -0.03 0.15 0.12
H 1.222 3.395 0.784 -0.11 0.19 -0.17
H 3.252 2.879 -1.366 -0.24 0.34 -0.44
C -0.284 3.094 -2.736 -0.28 -0.62 0.20
H 0.860 4.649 -0.437 -0.07 -0.36 -0.05
H -1.331 2.934 -2.459 0.22 0.24 -0.17
H -0.470 3.661 0.239 0.30 0.11 -0.06
P 0.827 -2.253 -1.418 0.75 -2.90 -1.30
C 0.613 -3.513 -0.112 -0.08 0.15 0.19
C -0.317 -2.758 -2.736 -0.09 0.04 0.03
H 2.739 -2.034 -2.902 -0.05 -0.16 0.15
H 2.565 -3.686 -2.224 0.05 0.21 0.02
H 3.239 -2.358 -1.222 -0.14 -0.14 -0.17
C 2.511 -2.612 -2.001 0.03 0.03 0.03
H -0.120 -2.188 -3.650 -0.03 -0.15 0.22
H -0.167 -3.828 -2.924 -0.05 0.14 -0.01
H 0.857 -4.487 -0.555 -0.06 0.15 0.06
H -0.416 -3.551 0.260 0.23 -0.18 -0.10
H -1.355 -2.589 -2.424 0.18 -0.14 -0.10
H 1.303 -3.332 0.719 -0.06 -0.19 -0.21
Cl 1.314 0.128 -3.152 0.48 0.14 -1.06
C -0.850 1.208 1.654 -0.34 0.22 0.76
N -0.411 -0.126 1.064 -1.32 0.56 2.95
C -1.654 -0.994 1.034 -0.36 -0.57 -0.22
N -2.218 -1.196 2.371 2.93 2.15 0.11
C -2.604 0.127 2.903 -1.16 0.23 0.58
N -1.456 1.039 2.986 0.95 -0.85 -1.10
C -0.457 0.419 3.888 -0.19 0.30 0.60
N -0.015 -0.889 3.386 -1.63 1.02 -2.31
C 0.584 -0.713 2.054 0.16 -0.38 0.70
C -1.184 -1.777 3.256 -0.39 -2.38 1.54
H -1.592 1.664 0.985 0.28 -0.15 0.12
H 0.029 1.864 1.762 -0.33 -0.38 -0.19
H -1.396 -1.967 0.599 -0.12 0.36 0.16
H -2.414 -0.492 0.424 0.26 -0.14 0.07
H -3.005 -0.009 3.911 -0.10 0.03 -0.21
H -3.364 0.561 2.247 0.00 -0.05 0.15
H 0.409 1.086 3.984 -0.19 -0.16 0.03
H -0.929 0.276 4.863 0.19 0.08 -0.03
H 0.916 -1.691 1.690 -0.06 0.35 0.08
H 1.440 -0.030 2.150 -0.39 -0.27 -0.14
H -1.621 -1.914 4.255 0.11 -0.10 -0.37
H -0.860 -2.746 2.850 -0.15 0.31 0.21
```
Positions in Å, forces in eV/Å.

No. 3
Here is a cluster of 3 separate species, C25H38ClN6O6 in total from the OMol25 dataset. Energies are from ωB97M-V/def2-TZVPD.

## Properties
Spin multiplicity = 1
Charge = +1
Lowest unoccupied orbital energy = -3.5256 eV
Energy = -2215.11295 a.u.
Gap between HOMO and LUMO = 0.29417 hartree
Strongest force on any atom = 3.20 eV/A

```
76
Properties=species:S:1:pos:R:3:forces:R:3
C -2.992 0.699 4.716 0.46 -0.08 0.46
O -4.006 0.551 3.736 -0.03 0.22 -0.27
C -3.909 -0.656 3.090 -0.53 0.22 0.88
N -2.924 -0.606 1.973 0.13 0.49 0.63
C -2.465 0.670 1.412 0.01 0.91 -0.18
C -3.057 0.998 0.038 -0.20 -0.61 -0.37
C -4.536 0.619 -0.147 0.66 0.43 -0.09
Cl -2.717 2.712 -0.339 -0.03 -0.11 0.27
C -2.475 -1.713 1.507 0.39 -0.62 -0.59
N -1.602 -1.691 0.442 -0.25 -0.25 -0.18
N -2.890 -2.921 2.015 -0.36 -0.06 0.18
C -2.133 -3.420 3.192 0.59 -0.31 0.22
C -0.608 -3.491 3.061 -0.10 -0.84 0.10
C -0.102 -4.717 2.253 0.24 0.81 0.09
C 0.806 -4.397 1.072 0.11 -0.60 0.06
N 2.204 -4.172 1.452 -0.03 0.91 -0.59
C 2.405 -2.855 2.073 -0.72 0.16 0.22
C 2.991 -4.151 0.220 -1.10 1.68 -0.17
C 2.750 -3.072 -0.822 -1.20 -0.11 0.34
O 3.830 -4.938 0.038 2.12 -2.39 -0.16
H -3.128 -0.006 5.535 -0.16 -0.16 0.02
H -1.991 0.533 4.308 0.03 0.05 -0.19
H -3.021 1.692 5.141 -0.22 0.27 -0.16
H -4.883 -0.954 2.720 -0.11 0.19 -0.42
H -3.619 -1.410 3.811 0.29 -0.30 -0.10
H -1.386 0.670 1.344 0.30 -0.13 -0.03
H -2.699 1.495 2.070 -0.37 -0.18 0.46
H -2.496 0.449 -0.698 0.27 -0.05 -0.27
H -5.066 1.463 -0.561 -0.32 0.23 0.18
H -4.978 0.297 0.787 -0.34 0.03 0.02
H -4.603 -0.151 -0.904 -0.12 -0.40 0.06
H -1.603 -2.605 0.008 0.49 0.02 -0.07
H -0.663 -1.443 0.742 0.04 0.26 -0.36
H -2.881 -3.614 1.278 0.06 -0.19 0.07
H -2.370 -2.885 4.107 -0.33 0.32 -0.15
H -2.473 -4.436 3.344 -0.30 -0.15 0.08
H -0.149 -2.567 2.728 -0.10 0.26 -0.15
H -0.238 -3.641 4.071 -0.02 0.23 0.28
H 0.481 -5.339 2.921 0.13 -0.22 0.10
H -0.936 -5.341 1.944 -0.22 0.01 -0.26
H 0.799 -5.270 0.423 0.07 -0.12 -0.15
H 0.448 -3.560 0.456 -0.29 0.15 0.15
H 3.403 -2.466 1.911 0.24 -0.19 0.04
H 1.707 -2.110 1.656 0.09 0.11 -0.09
H 2.210 -2.881 3.141 0.10 -0.18 0.17
H 2.812 -2.081 -0.399 0.26 0.27 0.01
H 1.727 -3.160 -1.193 -0.09 -0.05 -0.10
H 3.401 -3.188 -1.671 0.37 -0.04 0.01
C -2.390 6.073 -1.598 -0.01 0.01 -0.01
C -1.512 6.964 -2.198 -0.10 -0.07 0.04
C -1.997 7.967 -3.021 0.25 0.09 -0.04
C -3.360 8.065 -3.229 0.09 -0.16 0.15
C -4.248 7.181 -2.643 -0.27 -0.09 0.05
C -3.756 6.179 -1.823 0.14 0.00 0.01
N -3.882 9.143 -4.086 -0.10 0.20 -0.19
O -3.073 9.892 -4.602 -0.18 -0.18 0.12
O -5.089 9.219 -4.222 0.28 -0.03 0.03
H -2.008 5.295 -0.950 0.03 0.03 0.00
H -0.448 6.879 -2.022 0.00 0.03 -0.02
H -1.314 8.661 -3.489 -0.13 0.07 -0.05
H -5.310 7.266 -2.817 0.04 0.13 -0.08
H -4.439 5.481 -1.355 -0.02 0.02 -0.02
C 8.281 -1.963 -3.937 0.01 0.00 -0.01
C 8.031 -0.617 -4.168 0.00 -0.13 0.03
C 7.012 0.027 -3.487 0.04 0.25 -0.12
C 6.257 -0.690 -2.575 0.18 -0.14 -0.09
C 6.490 -2.034 -2.338 -0.09 -0.20 0.14
C 7.509 -2.671 -3.026 0.06 0.07 -0.08
N 5.190 -0.005 -1.834 -0.08 0.11 0.06
O 4.993 1.170 -2.073 -0.02 -0.25 0.07
O 4.559 -0.658 -1.014 0.15 0.21 -0.16
H 9.082 -2.462 -4.468 -0.01 0.00 0.00
H 8.633 -0.068 -4.879 -0.02 0.02 0.01
H 6.818 1.074 -3.667 -0.10 -0.01 0.11
H 5.893 -2.587 -1.627 -0.04 0.11 0.04
H 7.704 -3.720 -2.849 -0.03 0.01 0.02
```
Positions in Å, forces in eV/Å.

No. 4
Here is an isolated molecule of C5H8O2 from the OMol25 dataset. Energies are from ωB97M-V/def2-TZVPD.

## Properties
Spin multiplicity = 1
Relative energy (zero: lowest compared OMol25 entry of this formula, charge and spin) = 388.4 kJ/mol
Lowest unoccupied orbital energy = 0.8494 eV
Energy = -345.65703 a.u.
Gap between HOMO and LUMO = 0.33926 hartree
Strongest force on any atom = 0.38 eV/A

```
15
Properties=species:S:1:pos:R:3:forces:R:3
O 2.289 0.288 -0.699 0.13 -0.27 -0.11
C 1.491 0.342 0.439 -0.05 0.05 0.30
C 0.288 1.205 0.348 0.09 0.32 0.10
C -1.741 -0.079 -0.842 -0.15 -0.31 0.16
O -2.500 -0.317 0.220 -0.14 0.20 -0.27
C -0.547 -0.999 -0.699 -0.05 0.04 -0.16
C 0.144 -0.315 0.468 -0.17 0.10 0.07
H 2.648 -0.606 -0.751 0.06 0.10 -0.11
H 2.025 0.340 1.388 0.04 -0.03 -0.12
H -0.014 1.826 1.184 0.17 -0.05 -0.03
H 0.116 1.650 -0.631 0.01 -0.23 0.25
H -3.182 0.368 0.238 -0.09 -0.23 -0.06
H -0.847 -2.021 -0.443 0.07 0.05 0.01
H 0.052 -1.005 -1.614 -0.07 0.07 0.19
H -0.197 -0.678 1.438 0.15 0.19 -0.22
```
Positions in Å, forces in eV/Å.

No. 5
Here is a structure of composition C29H21F6MnN7O4S3 from the OMol25 dataset. Energies are from ωB97M-V/def2-TZVPD.

## Properties
⟨S²⟩ = 0.82
Spin multiplicity = 2
Relative energy (zero: lowest compared OMol25 entry of this formula, charge and spin) = 39.9 kJ/mol
Lowest unoccupied orbital energy (alpha / beta) = -0.1035 / -0.1921 eV
Energy = -4746.78073 a.u.
Gap between HOMO and LUMO (alpha / beta) = 0.23895 / 0.23270 hartree
Strongest force on any atom = 1.85 eV/A

```
71
Properties=species:S:1:pos:R:3:forces:R:3
Mn 0.197 -0.242 -0.181 -1.30 0.02 -1.31
C -1.392 -4.039 1.277 0.04 0.07 -0.19
C -0.929 -3.033 0.409 -0.07 -0.23 -0.10
N -0.857 -1.776 0.756 0.42 0.27 0.62
C -1.240 -1.398 2.014 -0.02 0.15 -0.13
C -1.740 -2.330 2.937 -0.09 -0.07 0.06
C -1.789 -3.682 2.530 -0.04 -0.03 0.16
C -2.180 -1.893 4.211 0.04 -0.12 -0.11
C -2.132 -0.563 4.489 0.05 0.27 -0.08
C -1.618 0.387 3.573 -0.14 -0.08 0.25
C -1.116 0.008 2.341 0.04 -0.15 -0.23
N -0.556 0.754 1.337 -0.03 0.22 0.48
C -0.316 2.107 1.333 0.01 -0.13 -0.22
C -0.348 3.029 2.362 0.05 0.25 0.08
C -0.035 4.393 2.147 -0.08 -0.21 0.14
C 0.316 4.875 0.925 0.04 -0.05 -0.13
C 0.384 3.970 -0.163 -0.01 0.13 -0.03
C 0.794 4.358 -1.457 0.02 0.16 0.06
C 0.866 3.441 -2.462 -0.04 -0.19 -0.06
C 0.536 2.105 -2.172 -0.03 0.05 -0.24
N 0.150 1.710 -0.988 0.30 0.08 0.69
C 0.067 2.617 0.033 -0.08 -0.14 0.00
H -1.412 -5.068 0.947 0.00 0.01 -0.01
H -0.592 -3.275 -0.593 0.04 -0.01 0.03
H -2.143 -4.428 3.232 -0.01 0.02 0.00
H -2.552 -2.611 4.929 0.00 -0.01 -0.02
H -2.487 -0.205 5.448 0.01 0.02 -0.01
H -1.635 1.416 3.876 0.01 0.03 0.01
H -0.552 2.728 3.372 0.02 -0.02 0.04
H -0.066 5.064 2.997 0.00 -0.03 0.01
H 0.569 5.917 0.776 -0.01 0.00 -0.02
H 1.066 5.393 -1.632 -0.02 -0.01 0.01
H 1.195 3.712 -3.455 -0.01 -0.01 0.00
H 0.611 1.336 -2.934 0.05 0.01 0.01
F 1.568 -1.335 4.433 -0.07 0.00 0.07
C 2.339 -0.522 3.710 -0.05 0.02 0.02
F 3.379 -0.143 4.445 0.06 0.01 0.13
F 1.631 0.558 3.388 0.02 0.08 -0.01
S 2.909 -1.410 2.211 0.28 0.00 -0.36
O 1.725 -1.537 1.391 0.03 -0.15 0.17
O 3.520 -2.594 2.725 -0.05 0.10 -0.07
N 3.998 -0.452 1.590 -0.16 -0.02 0.02
S 3.712 0.590 0.449 -0.07 -0.41 -0.02
O 4.631 0.454 -0.639 -0.15 0.04 0.06
O 2.306 0.787 0.141 0.24 -0.03 -0.01
C 4.177 2.168 1.248 0.02 0.09 0.02
F 4.119 3.140 0.333 -0.02 0.09 -0.01
F 3.340 2.468 2.237 -0.03 0.03 0.06
F 5.412 2.106 1.730 0.10 0.04 0.03
C 2.102 -2.878 -4.376 -0.13 0.04 0.00
N 0.724 -2.421 -4.273 0.09 -0.11 -0.15
C -0.256 -2.597 -5.229 0.22 -0.03 0.07
C -1.374 -2.039 -4.765 -0.05 0.11 0.19
N -1.091 -1.504 -3.496 -0.38 0.21 0.17
C 0.234 -1.752 -3.196 -0.30 -0.12 -0.41
S 1.222 -1.420 -1.904 0.53 -0.03 0.27
C -2.089 -0.817 -2.717 0.34 -0.35 -0.50
C -3.371 -0.694 -3.251 -0.15 0.11 0.14
C -4.331 -0.032 -2.509 -0.04 -0.10 -0.22
C -4.000 0.485 -1.273 0.14 0.02 0.13
C -2.703 0.313 -0.832 -0.15 0.03 -0.02
N -1.762 -0.328 -1.539 0.51 0.06 0.50
H 2.218 -3.373 -5.336 0.02 0.00 0.00
H 2.328 -3.569 -3.565 0.00 -0.01 0.00
H 2.782 -2.032 -4.302 0.00 0.01 0.00
H -0.068 -3.106 -6.158 0.02 0.00 0.01
H -2.334 -1.981 -5.232 -0.02 0.01 0.00
H -3.636 -1.092 -4.213 -0.01 -0.01 -0.02
H -5.332 0.072 -2.908 0.01 0.00 0.01
H -4.716 1.011 -0.658 0.00 0.00 0.00
H -2.374 0.696 0.125 -0.01 0.01 -0.01
```
Positions in Å, forces in eV/Å.